A cluster of 3 separate species, C27H27F16INO3PS in total at a distorted geometry, computed with the ωB97M-V functional and the def2-TZVPD basis.

XYZ file:
```
77
Properties=species:S:1:pos:R:3:mulliken_charge:R:1
C 9.819 -0.106 -0.558 -1.097
C 9.040 -1.410 -0.760 -0.429
O 7.690 -1.073 -1.164 -0.488
C 7.189 -1.767 -2.225 0.267
C 7.669 -1.741 -3.529 -0.035
I 9.313 -0.563 -4.123 0.074
C 7.056 -2.495 -4.511 -0.812
C 5.946 -3.255 -4.218 -0.711
C 5.413 -3.282 -2.941 0.282
C 6.065 -2.547 -1.966 0.713
S 5.425 -2.639 -0.305 -0.290
C 3.684 -2.758 -0.680 0.821
C 2.764 -2.185 0.180 -1.173
C 1.418 -2.266 -0.118 -0.460
C 1.004 -2.911 -1.284 -0.056
P -0.771 -3.004 -1.725 0.044
C -0.838 -3.096 -3.577 -1.252
C -1.542 -1.370 -1.332 0.188
C -0.719 -0.125 -1.772 -1.096
C 1.956 -3.497 -2.103 -0.074
C 3.311 -3.432 -1.820 -0.241
N 4.249 -4.043 -2.689 -0.349
H 9.624 0.311 0.431 0.338
H 9.403 0.612 -1.263 0.304
H 10.885 -0.248 -0.725 0.321
H 8.955 -1.950 0.185 0.318
H 9.511 -2.037 -1.516 0.451
H 7.423 -2.485 -5.528 0.352
H 5.503 -3.832 -5.025 0.336
H 3.155 -1.682 1.055 0.448
H 0.733 -1.813 0.593 0.626
H 0.060 -2.706 -4.061 0.375
H -0.949 -4.152 -3.824 0.369
H -1.724 -2.584 -3.954 0.373
H -2.540 -1.322 -1.772 0.553
H -1.698 -1.377 -0.258 -0.504
H -0.257 0.323 -0.893 0.320
H -1.366 0.619 -2.241 0.302
H 0.027 -0.407 -2.515 0.317
H 1.587 -3.987 -3.000 0.393
H 3.789 -4.208 -3.575 0.258
C -4.618 -1.401 4.300 -0.743
C -4.382 -0.040 4.984 0.896
C -4.421 1.202 4.093 0.195
F -3.445 1.181 3.163 -0.225
F -4.221 2.309 4.853 -0.308
F -3.223 -0.083 5.678 -0.286
F -5.382 0.112 5.897 -0.329
O -3.474 -2.186 3.987 -0.401
C -2.814 -2.015 2.789 0.734
C -1.363 -1.579 3.004 0.208
F -1.300 -0.401 3.651 -0.223
F -0.762 -1.416 1.796 -0.259
F -3.476 -1.174 1.973 -0.252
F -2.790 -3.215 2.173 -0.331
H -5.150 -1.999 5.039 0.421
H -5.296 -1.318 3.451 0.339
H -5.384 1.291 3.606 0.295
H -0.816 -2.324 3.583 0.275
C -5.297 5.064 2.137 -0.809
C -5.410 3.764 1.317 0.764
C -4.239 3.405 0.398 0.199
F -4.066 4.324 -0.569 -0.246
F -4.502 2.222 -0.209 -0.255
F -6.567 3.770 0.626 -0.280
F -5.498 2.743 2.226 -0.281
O -5.983 6.207 1.648 -0.407
C -5.387 7.064 0.747 0.784
C -6.167 7.127 -0.569 0.198
F -6.212 5.915 -1.155 -0.215
F -5.548 7.978 -1.418 -0.254
F -4.093 6.758 0.554 -0.284
F -5.417 8.297 1.299 -0.301
H -5.797 4.845 3.080 0.445
H -4.264 5.291 2.402 0.360
H -3.313 3.301 0.969 0.264
H -7.187 7.472 -0.392 0.237
```

SMILES string: CCOc1c(I)ccc2c1Sc1ccc(P(C)CC)cc1N2.FC(F)C(F)(F)COC(F)(F)C(F)F.FC(F)C(F)(F)COC(F)(F)C(F)F
Total energy: -107773.7170 eV
Frontier orbital gap: 7.9 eV
F_max: 1.440 eV/Å